Entry 1:
Computed, not measured: C5H8N2 as an isolated structure in a non-equilibrium geometry, with ωB97M-V/def2-TZVPD.

Max |F| (eV Å⁻¹): 1.2
Kohn-Sham gap (eV): 10.952
Energy above the lowest of the compared OMol25 structures with the same formula, charge and spin (kJ/mol): 339.8
HOMO energy (eV): -9.923
2S+1: 1

Element x y z (Å)
C -0.20692 1.21163 -1.30393
C -0.63487 0.17647 -0.28763
C -0.17937 -1.29768 -0.40616
N -0.12887 -1.31695 1.06002
C -0.07882 0.06669 1.15134
C 1.76681 0.62208 0.79729
N 1.61747 0.61302 1.97812
H 0.87312 1.18696 -1.45342
H -0.70938 1.02023 -2.25895
H -0.48411 2.21954 -0.97694
H -1.72417 0.20288 -0.16047
H 0.80569 -1.38518 -0.88166
H -0.88378 -2.00997 -0.84312
H 0.49291 -1.90576 1.59935
H -0.52571 0.59603 1.98615

Mulliken atomic charge list, values in e, 6 entries: atom 1 (C): -1.4350, atom 2 (C): 0.1875, atom 3 (C): -0.5696, atom 4 (N): -0.3628, atom 5 (C): 0.0311, atom 6 (C): -0.1696



Entry 2:
Computed, not measured: a 2-piece molecular cluster, C5H8N2 overall, with ωB97M-V/def2-TZVPD.

Max |F| (eV Å⁻¹): 0.3
Kohn-Sham gap (spin up / spin down) (eV): 8.565 / 8.562
Energy above the lowest of the compared OMol25 structures with the same formula, charge and spin (kJ/mol): 502.4
HOMO energy (spin up / spin down) (eV): -8.099 / -8.097
2S+1: 1

Element x y z (Å)
C -1.52632 1.48381 -0.15896
N -0.19071 1.39905 -0.45245
C 0.10081 0.57764 -1.59294
C 0.48430 -0.59034 -1.08707
C 0.42500 -0.38235 0.39284
C 1.05142 -1.34856 1.35797
N 0.46189 0.95730 0.65319
H -2.19274 1.80713 -0.95956
H -1.75254 1.79440 0.85598
H -1.04056 -0.30899 0.36425
H -0.16852 0.91131 -2.58595
H 0.70483 -1.52288 -1.59087
H 2.13531 -1.39375 1.20123
H 0.64471 -2.35487 1.21654
H 0.86311 -1.02888 2.38579

Mulliken atomic charge list, values in e, 6 entries: atom 1 (C): -0.5268, atom 2 (N): 0.2643, atom 3 (C): -0.4135, atom 4 (C): -0.4562, atom 5 (C): 0.5876, atom 6 (C): -1.2526



Entry 3:
Computed, not measured: one molecule with the formula C5H8N2 in a non-equilibrium geometry, with ωB97M-V/def2-TZVPD.

SMILES: C[C@H]1CN1CC#N
Max |F| (eV Å⁻¹): 1.1
Kohn-Sham gap (eV): 10.705
Energy above the lowest of the compared OMol25 structures with the same formula, charge and spin (kJ/mol): 168.1
HOMO energy (eV): -9.761
2S+1: 1

Element x y z (Å)
C 1.13682 1.54549 -0.54964
C 0.39082 0.23656 -0.56988
C 0.98628 -1.09573 -0.31195
N 0.20539 -0.41852 0.71626
C -1.13205 -0.92878 1.00754
C -2.15209 0.06712 0.64004
N -2.90266 0.87073 0.28357
H 2.09292 1.45155 -0.02646
H 0.53403 2.29617 -0.02674
H 1.32296 1.90418 -1.56677
H -0.47780 0.22687 -1.23139
H 0.53186 -1.94917 -0.81856
H 2.04679 -1.20716 -0.09579
H -1.36881 -1.85980 0.47107
H -1.21446 -1.13951 2.07871

Mulliken atomic charge list, values in e, 6 entries: atom 1 (C): -1.3568, atom 2 (C): 0.2554, atom 3 (C): -0.5072, atom 4 (N): -0.3257, atom 5 (C): -0.4076, atom 6 (C): 0.2996



Entry 4:
Computed, not measured: one molecule with the formula C5H8N2 in a non-equilibrium geometry, with ωB97M-V/def2-TZVPD.

SMILES: CCn1cccn1
Max |F| (eV Å⁻¹): 5.7
Kohn-Sham gap (eV): 10.082
Energy above the lowest of the compared OMol25 structures with the same formula, charge and spin (kJ/mol): 169.5
HOMO energy (eV): -9.008
2S+1: 1

Element x y z (Å)
C 1.89616 -0.43767 0.59886
C 1.23703 -0.05660 -0.74386
N -0.18968 -0.00307 -0.48504
C -0.94476 1.12186 -0.47544
C -2.17897 0.76347 0.07758
C -1.98047 -0.63098 0.45633
N -0.78444 -1.05932 0.09929
H 2.95841 -0.87476 0.38022
H 1.31407 -1.16030 1.05456
H 1.84451 0.39347 1.31572
H 1.53751 -1.03435 -1.32621
H 1.33400 0.92254 -1.22838
H -0.50572 1.95150 -0.94620
H -2.94779 1.42105 0.41855
H -2.58986 -1.31684 0.80403

Mulliken atomic charge list, values in e, 6 entries: atom 1 (C): -1.1303, atom 2 (C): -0.1812, atom 3 (N): 0.6163, atom 4 (C): -0.0794, atom 5 (C): -0.7619, atom 6 (C): -0.3034



What did the fourth record say?
Computed, not measured: one molecule with the formula C5H8N2 in a non-equilibrium geometry, with ωB97M-V/def2-TZVPD.

SMILES: CCn1cccn1
Max |F| (eV Å⁻¹): 5.7
Kohn-Sham gap (eV): 10.082
Energy above the lowest of the compared OMol25 structures with the same formula, charge and spin (kJ/mol): 169.5
HOMO energy (eV): -9.008
2S+1: 1

Element x y z (Å)
C 1.89616 -0.43767 0.59886
C 1.23703 -0.05660 -0.74386
N -0.18968 -0.00307 -0.48504
C -0.94476 1.12186 -0.47544
C -2.17897 0.76347 0.07758
C -1.98047 -0.63098 0.45633
N -0.78444 -1.05932 0.09929
H 2.95841 -0.87476 0.38022
H 1.31407 -1.16030 1.05456
H 1.84451 0.39347 1.31572
H 1.53751 -1.03435 -1.32621
H 1.33400 0.92254 -1.22838
H -0.50572 1.95150 -0.94620
H -2.94779 1.42105 0.41855
H -2.58986 -1.31684 0.80403

Mulliken atomic charge list, values in e, 6 entries: atom 1 (C): -1.1303, atom 2 (C): -0.1812, atom 3 (N): 0.6163, atom 4 (C): -0.0794, atom 5 (C): -0.7619, atom 6 (C): -0.3034



Q: What is the max |F| in the second record?
A: 0.3 eV Å⁻¹



Copy entry 1 word for word.
Computed, not measured: C5H8N2 as an isolated structure in a non-equilibrium geometry, with ωB97M-V/def2-TZVPD.

Max |F| (eV Å⁻¹): 1.2
Kohn-Sham gap (eV): 10.952
Energy above the lowest of the compared OMol25 structures with the same formula, charge and spin (kJ/mol): 339.8
HOMO energy (eV): -9.923
2S+1: 1

Element x y z (Å)
C -0.20692 1.21163 -1.30393
C -0.63487 0.17647 -0.28763
C -0.17937 -1.29768 -0.40616
N -0.12887 -1.31695 1.06002
C -0.07882 0.06669 1.15134
C 1.76681 0.62208 0.79729
N 1.61747 0.61302 1.97812
H 0.87312 1.18696 -1.45342
H -0.70938 1.02023 -2.25895
H -0.48411 2.21954 -0.97694
H -1.72417 0.20288 -0.16047
H 0.80569 -1.38518 -0.88166
H -0.88378 -2.00997 -0.84312
H 0.49291 -1.90576 1.59935
H -0.52571 0.59603 1.98615

Mulliken atomic charge list, values in e, 6 entries: atom 1 (C): -1.4350, atom 2 (C): 0.1875, atom 3 (C): -0.5696, atom 4 (N): -0.3628, atom 5 (C): 0.0311, atom 6 (C): -0.1696



What did the fourth record say?
Computed, not measured: one molecule with the formula C5H8N2 in a non-equilibrium geometry, with ωB97M-V/def2-TZVPD.

SMILES: CCn1cccn1
Max |F| (eV Å⁻¹): 5.7
Kohn-Sham gap (eV): 10.082
Energy above the lowest of the compared OMol25 structures with the same formula, charge and spin (kJ/mol): 169.5
HOMO energy (eV): -9.008
2S+1: 1

Element x y z (Å)
C 1.89616 -0.43767 0.59886
C 1.23703 -0.05660 -0.74386
N -0.18968 -0.00307 -0.48504
C -0.94476 1.12186 -0.47544
C -2.17897 0.76347 0.07758
C -1.98047 -0.63098 0.45633
N -0.78444 -1.05932 0.09929
H 2.95841 -0.87476 0.38022
H 1.31407 -1.16030 1.05456
H 1.84451 0.39347 1.31572
H 1.53751 -1.03435 -1.32621
H 1.33400 0.92254 -1.22838
H -0.50572 1.95150 -0.94620
H -2.94779 1.42105 0.41855
H -2.58986 -1.31684 0.80403

Mulliken atomic charge list, values in e, 6 entries: atom 1 (C): -1.1303, atom 2 (C): -0.1812, atom 3 (N): 0.6163, atom 4 (C): -0.0794, atom 5 (C): -0.7619, atom 6 (C): -0.3034